1.
{
  "formula": "H16O8",
  "method": "ωB97M-V/def2-TZVPD",
  "orbital_gap_ev": 9.38,
  "smiles": "O.O.O.O.O.O.O.O",
  "homo_energy_ev": -10.076,
  "symbols": ["O", "H", "H", "O", "H", "H", "O", "H", "H", "O", "H", "H", "O", "H", "H", "O", "H", "H", "O", "H", "H", "O", "H", "H"],
  "positions_angstrom": [[0.043010, -2.436947, 1.324175], [0.587947, -1.724427, 1.704151], [0.601102, -3.174224, 1.585485], [0.977996, 1.597365, -3.169062], [1.741556, 2.137288, -3.355057], [1.323040, 0.826499, -2.671466], [-0.814180, -0.212281, -0.301918], [0.026107, 0.088086, -0.665448], [-0.604590, -1.080436, 0.052652], [-1.512378, 1.995893, -1.803471], [-1.491112, 1.185992, -1.297014], [-0.854690, 1.806214, -2.492030], [1.898584, -0.523632, -1.825424], [2.582214, -0.523178, -1.181149], [1.636468, -1.336264, -2.236055], [1.632418, 1.806393, 0.531144], [1.865823, 1.056993, 1.053438], [1.139358, 2.441124, 1.050258], [-1.834444, -2.127940, 3.145937], [-1.094563, -2.358728, 2.591495], [-1.778034, -2.660425, 3.926802], [-2.121067, 1.074075, 1.716215], [-2.362494, 1.710779, 1.072359], [-1.588071, 0.431781, 1.243982]],
  "forces_ev_per_a": [[1.37, 0.44, 0.22], [-0.49, 0.23, -0.21], [-0.16, -0.74, -0.31], [-0.19, -0.59, 0.01], [0.22, 0.31, -0.06], [-0.06, 0.61, -0.29], [0.41, -0.42, -0.03], [0.23, 0.29, -0.02], [-0.27, -0.43, -0.14], [0.08, 0.13, -0.44], [-0.41, -0.24, 0.29], [0.00, 0.50, 0.06], [-1.23, 1.28, -0.48], [0.86, -0.75, 0.50], [0.46, -0.93, 0.19], [0.22, 0.42, -1.31], [0.00, -0.37, 0.97], [-0.21, -0.14, 0.34], [-0.76, 0.62, 0.14], [0.14, -0.26, -0.30], [0.01, -0.40, 0.62], [0.13, -0.55, 1.55], [-0.32, 0.91, -1.03], [-0.02, 0.08, -0.28]]
}

2.
{
  "formula": "H16O8Sr",
  "method": "ωB97M-V/def2-TZVPD",
  "orbital_gap_ev": 12.09,
  "total_charge": 2,
  "homo_energy_ev": -18.658,
  "symbols": ["Sr", "O", "H", "H", "O", "H", "H", "O", "H", "H", "O", "H", "H", "O", "H", "H", "O", "H", "H", "O", "H", "H", "O", "H", "H"],
  "positions_angstrom": [[-0.060480, 0.015280, 0.137560], [-1.333480, 0.111280, -2.318440], [-1.263480, 0.876280, -2.832440], [-0.917480, -0.482720, -2.990440], [2.481520, 0.241280, 0.855560], [2.835520, 0.250280, 1.757560], [2.909520, -0.455720, 0.355560], [-2.600480, -0.903720, 0.356560], [-2.929480, -0.915720, 1.286560], [-2.481480, -1.805720, 0.078560], [0.926520, -2.296720, 1.240560], [1.668520, -2.314720, 1.849560], [0.245520, -2.932720, 1.523560], [-1.730480, 2.020280, -0.060440], [-1.835480, 2.495280, 0.789560], [-2.575480, 1.785280, -0.349440], [-0.744480, 0.415280, 2.533560], [-1.080480, 1.210280, 3.031560], [-0.502480, -0.231720, 3.149560], [1.597520, -1.252720, -1.731440], [2.303520, -0.742720, -2.164440], [1.746520, -2.174720, -1.859440], [1.160520, 2.004280, -1.380440], [1.486520, 2.289280, -2.210440], [0.693520, 2.795280, -1.048440]],
  "forces_ev_per_a": [[0.35, 0.13, -1.11], [0.95, -2.64, 0.08], [-0.24, 2.67, -0.84], [-0.54, -0.15, 0.97], [-0.69, 0.17, 0.43], [0.22, -0.01, -0.39], [0.45, -0.17, 0.03], [0.45, 0.80, 1.18], [0.17, -0.21, -1.03], [-0.54, -0.82, -0.15], [-1.07, 0.35, -0.35], [-0.03, -0.37, 0.23], [0.77, -0.01, 0.14], [2.61, 0.82, 1.74], [-0.24, -0.11, -0.85], [-2.35, -0.57, -0.79], [-1.03, 2.71, -0.93], [0.56, -1.34, -0.48], [0.51, -1.38, 1.83], [-0.27, 1.72, 0.50], [-0.28, -0.53, -0.01], [0.44, -1.07, -0.33], [-1.22, 0.01, 1.75], [0.73, 0.31, -1.45], [0.29, -0.35, -0.17]]
}

3.
{
  "formula": "H17O12S",
  "method": "ωB97M-V/def2-TZVPD",
  "orbital_gap_ev": 4.56,
  "total_charge": -1,
  "homo_energy_ev": -2.719,
  "symbols": ["O", "H", "H", "H", "S", "O", "O", "O", "O", "O", "H", "H", "O", "H", "H", "O", "H", "H", "O", "H", "H", "O", "H", "H", "O", "H", "H", "O", "H", "H"],
  "positions_angstrom": [[0.122500, 0.580667, 0.409367], [-0.450500, -0.205333, 0.209367], [0.943500, 0.141667, 0.826367], [0.290500, 1.180667, -0.355633], [-1.923500, -1.579333, -2.024633], [-2.914500, -0.609333, -1.924633], [-0.818500, -1.232333, -1.173633], [-2.601500, -2.857333, -1.704633], [-1.483500, -1.700333, -3.455633], [2.279500, -0.838333, 1.215367], [3.065500, -0.886333, 0.666367], [2.466500, -0.804333, 2.148367], [1.591500, -0.330333, -1.909633], [1.658500, 0.124667, -2.812633], [0.717500, -0.619333, -1.830633], [-1.807500, -1.351333, 1.949367], [-2.591500, -0.739333, 1.824367], [-2.157500, -2.141333, 1.454367], [-1.844500, 1.601667, 2.422367], [-2.207500, 1.840667, 3.359367], [-2.323500, 2.213667, 1.949367], [2.401500, 2.123667, 1.209367], [2.933500, 2.576667, 0.587367], [1.845500, 2.864667, 1.372367], [0.435500, 2.685667, -1.461633], [0.967500, 2.674667, -2.282633], [-0.356500, 2.526667, -1.823633], [0.602500, -2.760333, 0.271367], [0.910500, -2.442333, 1.130367], [0.248500, -2.038333, -0.245633]],
  "forces_ev_per_a": [[0.60, -0.26, 1.70], [-1.06, -0.31, -1.32], [0.04, 0.80, -0.85], [0.45, -0.53, -0.09], [-2.86, -6.11, -6.16], [-3.64, 5.69, 1.04], [4.06, 1.54, 3.08], [1.34, -0.51, 1.39], [1.18, 0.68, 1.05], [-0.81, 0.33, -0.07], [0.04, -0.01, 0.12], [0.67, 0.10, 0.28], [3.67, 2.61, -2.16], [-0.36, -1.36, 2.00], [-3.20, -1.38, -0.06], [-2.22, -0.08, -0.85], [1.56, -0.68, 0.27], [0.93, 0.80, 0.32], [0.32, -1.00, 4.69], [1.22, -1.04, -2.27], [-1.63, 2.12, -2.38], [-0.03, -0.55, 0.54], [1.58, 0.01, -1.42], [-1.54, 0.65, 0.91], [4.88, 0.89, 1.00], [0.21, -0.11, 0.88], [-5.40, -0.97, -1.78], [0.99, -1.56, 1.36], [-0.26, 0.02, -0.67], [-0.76, 0.24, -0.56]]
}

4.
{
  "formula": "H17O9Y",
  "method": "ωB97M-V/def2-TZVPD",
  "orbital_gap_ev": 8.83,
  "total_charge": 2,
  "homo_energy_ev": -15.551,
  "symbols": ["Y", "O", "H", "O", "H", "H", "O", "H", "H", "O", "H", "H", "O", "H", "H", "O", "H", "H", "O", "H", "H", "O", "H", "H", "O", "H", "H"],
  "positions_angstrom": [[0.177366, -0.038547, 0.116445], [2.468527, 0.050072, -0.145664], [2.407193, -0.493981, -0.954846], [-1.719466, -1.754142, 0.094956], [-2.441736, -1.697843, -0.530644], [-1.915303, -2.531302, 0.618305], [0.400507, 2.158092, 0.878910], [1.002589, 2.625395, 1.458008], [-0.086780, 2.849522, 0.430904], [0.982530, 1.990440, -1.767520], [1.742665, 2.568085, -1.836439], [0.758216, 1.779793, -2.673906], [-1.859500, 1.041064, -0.922470], [-2.485035, 0.466370, -1.363669], [-2.070604, 1.917519, -1.244149], [-1.574316, 0.220216, 1.754860], [-1.992442, -0.339808, 2.408915], [-2.003794, 1.069609, 1.856367], [1.046655, -2.340272, 0.443319], [1.967459, -2.577867, 0.552384], [0.580173, -3.176024, 0.454822], [1.137483, -0.360351, 2.295231], [1.010332, -0.814051, 3.128437], [2.064197, -0.120742, 2.291426], [0.086892, -0.670773, -2.094698], [0.799364, -1.237353, -2.390673], [-0.483172, -0.583120, -2.858613]],
  "forces_ev_per_a": [[2.47, 0.25, 0.58], [-2.63, -0.71, -0.05], [0.93, 0.41, 0.30], [0.37, -0.02, -0.39], [-0.31, -0.15, -0.19], [-0.05, -0.36, 0.26], [-0.54, 0.09, 0.20], [0.46, -0.07, 0.38], [-0.05, 0.36, -0.35], [-0.87, -0.19, 0.05], [0.48, 0.10, 0.22], [0.02, 0.06, -0.35], [0.38, -0.25, 0.12], [-0.43, -0.08, -0.08], [0.04, 0.51, -0.18], [-0.05, 0.32, 0.24], [-0.07, -0.33, 0.22], [-0.08, 0.45, 0.10], [-0.69, -0.08, -0.39], [0.64, 0.35, 0.08], [-0.24, -0.36, -0.10], [-0.17, 0.36, 0.19], [-0.32, -0.14, 0.30], [0.70, 0.06, -0.38], [-0.12, -0.32, -0.34], [0.48, -0.39, -0.18], [-0.33, 0.12, -0.27]]
}

5.
{
  "formula": "H18NO12",
  "method": "ωB97M-V/def2-TZVPD",
  "orbital_gap_ev": 10.70,
  "total_charge": -1,
  "homo_energy_ev": -7.794,
  "symbols": ["N", "O", "O", "O", "O", "H", "H", "O", "H", "H", "O", "H", "H", "O", "H", "H", "O", "H", "H", "O", "H", "H", "O", "H", "H", "O", "H", "H", "O", "H", "H"],
  "positions_angstrom": [[1.274197, -5.609755, 54.026984], [1.252352, -4.946965, 52.908103], [1.947215, -6.688639, 54.159639], [0.612427, -5.210239, 54.949973], [0.121611, -7.110105, 56.721641], [0.540764, -6.390456, 56.462136], [-0.608048, -6.529171, 57.227402], [3.302472, -8.454548, 56.361517], [2.793811, -7.974476, 55.744639], [2.976560, -8.270556, 57.229440], [2.152251, -8.637737, 51.893837], [2.858620, -8.117282, 51.572320], [1.778927, -8.156744, 52.638868], [2.359484, -2.135254, 54.404372], [2.811267, -2.616921, 55.064092], [1.881454, -2.676218, 53.893938], [-0.815177, -3.126346, 52.651049], [-0.191303, -3.802791, 52.923119], [-1.506904, -2.768738, 53.219137], [-2.272878, -6.633522, 53.991087], [-1.751391, -7.443002, 53.770634], [-1.682162, -6.028089, 53.639823], [3.880539, -4.523077, 51.947859], [4.383589, -4.681210, 52.643083], [3.016550, -4.802335, 52.114873], [-0.055955, -3.060885, 55.996171], [-0.930827, -3.125762, 55.704547], [0.349629, -3.842595, 55.676564], [1.493995, -5.884095, 50.098829], [1.274755, -5.421445, 50.948867], [2.412728, -5.919467, 49.756771]],
  "forces_ev_per_a": [[1.71, -1.88, -2.17], [0.19, -1.18, 1.63], [-0.88, 2.09, -0.86], [-0.62, 0.15, 0.77], [-5.86, -2.69, 4.49], [3.94, 4.86, -2.84], [1.81, -2.61, -1.39], [1.67, -1.29, 0.43], [-1.18, 1.04, -1.02], [-0.56, 0.30, 0.54], [-1.16, -1.35, 0.38], [0.97, 1.02, -0.40], [0.23, 0.27, 0.03], [2.48, 4.45, 1.91], [0.47, -0.95, 0.90], [-2.84, -3.40, -2.91], [-0.73, 1.07, -1.50], [-0.11, -0.19, 1.01], [0.83, -0.82, 0.41], [-0.65, -3.01, 0.42], [-0.94, 0.45, 0.58], [1.57, 2.63, -0.99], [-0.96, 1.89, -5.78], [3.35, -1.19, 5.01], [-2.20, -0.73, 0.76], [0.90, 2.01, 1.85], [-2.01, -0.08, -0.63], [0.61, -0.86, -0.58], [-0.49, -0.12, -0.31], [1.38, -0.60, -1.13], [-0.90, 0.70, 1.37]]
}

- Number 2 is which compound?
  H16O8Sr